C27H26Cl2N5O3ReS2Te | ωB97M-V/def2-TZVPD

CARTESIAN COORDINATES (ANGSTROEM)
Re  0.2273  -0.0920  1.3723
Cl  -3.1928  -6.4381  0.3338
C  -2.7036  -4.8905  0.8964
C  -3.6774  -3.9037  1.2449
C  -3.2782  -2.6406  1.5316
Cl  -4.4189  -1.4223  1.7940
C  -1.8892  -2.2449  1.4812
O  -1.6130  -0.9650  1.4527
C  -0.9333  -3.2794  1.3920
C  0.4763  -3.0880  1.4512
O  1.1256  -2.0408  1.5059
C  -1.4065  -4.5802  1.0599
H  -4.7196  -4.1775  1.2318
H  1.0259  -4.0422  1.4338
H  -0.6124  -5.3330  0.8981
C  1.1174  1.0031  6.5862
N  2.0266  0.7741  5.4879
C  3.3832  0.9895  5.5516
C  3.9348  0.7471  4.3651
N  2.8852  0.3622  3.5070
C  1.7078  0.3775  4.2330
S  0.1287  -0.0072  3.8937
C  3.1221  0.2961  2.1037
C  4.3693  -0.0695  1.6379
C  4.6988  0.1011  0.2847
C  3.8084  0.7491  -0.5376
C  2.5478  1.0224  -0.0105
N  2.1631  0.6822  1.2483
H  1.6667  1.5017  7.3786
H  0.6713  0.0778  6.9315
H  0.3139  1.7076  6.2823
H  3.8491  1.2747  6.4728
H  4.9517  0.8349  4.0800
H  5.1012  -0.5179  2.2941
H  5.6449  -0.2493  -0.0781
H  4.0619  1.0573  -1.5072
H  1.8397  1.5267  -0.5968
C  -0.2477  2.5522  -4.4504
C  -1.2761  3.5628  -3.9532
C  -2.2040  3.0660  -2.8474
N  -1.3823  2.6663  -1.6965
C  -1.6398  1.8531  -0.7158
S  -0.7608  2.0092  0.8021
N  -2.5417  0.8319  -0.7510
C  -2.9636  -0.0378  -1.7912
O  -4.0689  -0.5191  -1.7442
C  -1.9391  -0.3752  -2.8345
C  -2.4200  -0.8407  -4.0799
C  -1.4934  -1.3069  -4.9963
C  -0.1309  -1.3625  -4.6902
C  0.3264  -0.8435  -3.4933
C  -0.5861  -0.3236  -2.5574
H  0.2965  3.0342  -5.2527
H  -0.7417  1.7023  -4.9074
H  0.4953  2.2187  -3.7101
H  -1.9451  3.9112  -4.7719
H  -0.7561  4.4513  -3.5873
H  -2.8225  2.2440  -3.1711
H  -2.8942  3.8305  -2.4887
H  -0.7195  3.3653  -1.3929
H  -2.8716  0.5695  0.1523
H  -3.4660  -0.9900  -4.2397
H  -1.8604  -1.7439  -5.9306
H  0.5798  -1.8224  -5.3708
H  1.3831  -0.9454  -3.2235
H  -0.2046  0.0211  -1.5749
Te  0.4511  4.1184  0.5806

Force components x, y, z for each atom (eV/Å):
Re -1.0 0.4 -0.3
Cl -0.1 -0.2 0.0
C -0.7 0.7 0.6
C 0.5 -1.0 -0.5
C 1.1 0.1 -0.3
Cl -0.7 0.7 0.2
C -0.3 0.7 -0.2
O -0.1 -0.8 0.2
C -0.8 0.2 -0.3
C -0.6 -1.3 -0.1
O 0.2 1.1 0.0
C 2.0 -0.7 0.0
H -0.2 0.1 0.0
H 0.2 0.3 0.0
H -0.7 0.3 0.0
C -0.8 0.8 -0.1
N 0.9 0.0 -0.7
C 0.3 0.1 0.7
C -0.7 -0.2 0.1
N -0.1 0.0 -0.1
C 0.3 0.2 0.5
S -0.6 -0.2 -0.4
C 0.1 0.0 -0.1
C 0.5 -0.2 -0.4
C -0.4 0.0 0.9
C -0.8 0.0 1.5
C 1.0 -0.8 0.7
N 0.8 0.3 -0.4
H 0.1 -0.2 0.1
H 0.0 -0.1 0.1
H 0.4 -0.6 0.0
H 0.1 0.1 0.1
H 0.4 0.0 -0.4
H -0.1 0.1 0.1
H 0.4 0.0 -0.1
H 0.2 0.2 -1.2
H -1.1 0.4 -0.6
C -0.1 0.3 -0.3
C -0.6 0.3 0.0
C 0.3 -0.2 0.1
N -0.9 -0.5 0.4
C -0.3 -0.9 -0.7
S 0.1 0.2 0.3
N 0.5 0.9 -0.2
C -0.2 -0.2 -0.6
O 0.7 0.2 0.0
C -1.0 0.3 -0.3
C 1.3 -0.3 0.8
C -0.3 -0.5 -0.4
C 0.0 0.3 0.0
C 0.0 -0.1 0.7
C 0.9 -0.3 0.1
H 0.3 0.1 -0.2
H 0.0 -0.4 0.1
H -0.5 0.1 -0.1
H 0.6 -0.3 0.3
H 0.0 0.1 0.0
H 0.0 -0.4 -0.2
H 0.1 0.2 -0.1
H 0.8 0.7 0.0
H -0.4 -0.5 0.8
H -0.5 0.3 -0.1
H 0.2 0.2 0.3
H -0.2 0.1 0.0
H -0.4 0.2 -0.1
H -0.3 -0.3 -0.6
Te 0.1 -0.2 0.2

Its expectation value of S² is 3.77. The multiplicity is 4. The total charge is +1. The calculation puts the HOMO energy (spin up / spin down) at -9.32 / -9.60 eV. The HOMO-LUMO gap (spin up / spin down) comes out at 6.3 / 6.0 eV.

C5H10N3S | ωB97M-V/def2-TZVPD

CARTESIAN COORDINATES (ANGSTROEM)
C  1.7150  -0.7663  0.0071
C  1.7013  0.6215  0.0240
C  -0.3940  -0.1891  -0.0079
C  -0.1477  -2.5464  -0.0008
C  -2.8293  1.3941  0.0209
N  0.3776  -1.2841  -0.0466
N  0.3467  0.9728  0.0857
N  2.6947  1.5032  -0.1245
S  -2.4535  -0.4046  0.0173
H  2.5161  -1.4145  -0.3668
H  0.2091  -3.1861  0.8907
H  -1.1662  -2.3563  0.4241
H  -0.1414  -3.0879  -1.0008
H  -2.9043  1.5600  1.0691
H  -3.8029  1.4674  -0.5148
H  -1.9703  2.0973  -0.3847
H  -0.0773  1.9258  0.0376
H  3.6118  1.2750  -0.4081
H  2.7144  2.4182  0.2786

Force components x, y, z for each atom (eV/Å):
C 0.4 -0.6 -1.0
C -1.1 -2.1 0.0
C -3.0 -0.2 0.5
C -2.0 -4.0 1.5
C 1.2 0.3 -0.8
N 1.9 6.5 0.2
N -1.2 -0.9 -0.4
N 0.2 1.4 0.0
S 4.2 1.1 -0.6
H -0.2 0.4 0.7
H 0.4 0.9 -1.8
H 0.4 -0.8 -1.1
H 0.0 0.6 1.5
H -0.5 0.8 0.6
H 0.9 0.4 0.4
H -2.1 -1.6 0.3
H 0.8 -1.4 0.1
H 0.6 -1.0 -0.4
H -0.7 0.2 0.3

The total charge is +1. The calculation puts the HOMO energy at -12.33 eV. The HOMO-LUMO gap comes out at 8.8 eV.

C25H28N4O2PdS | ωB97M-V/def2-TZVPD

CARTESIAN COORDINATES (ANGSTROEM)
Pd  -0.1382  0.3249  1.4169
C  1.1122  -3.6305  -3.4522
C  1.0368  -4.2475  -2.0550
N  0.0253  -3.5875  -1.2438
C  -1.2800  -4.2081  -1.1847
C  -1.3561  -5.2300  -0.0503
C  0.3218  -2.4393  -0.6508
S  -0.9623  -1.5725  0.1807
N  1.5482  -1.9928  -0.7807
C  2.1727  -0.9010  -0.3677
O  1.6732  0.0365  0.3045
C  3.5846  -0.8160  -0.7877
C  4.3649  0.2715  -0.3949
C  5.6888  0.3565  -0.7928
C  6.2448  -0.6378  -1.5884
C  5.4729  -1.7225  -1.9782
C  4.1500  -1.8141  -1.5869
H  1.8643  -4.1407  -4.0487
H  1.3767  -2.5777  -3.3858
H  0.1549  -3.7241  -3.9602
H  2.0003  -4.1422  -1.5489
H  0.7881  -5.3073  -2.1314
H  -1.4671  -4.7036  -2.1405
H  -2.0368  -3.4343  -1.0350
H  -0.5768  -5.9812  -0.1521
H  -2.3197  -5.7307  -0.0763
H  -1.2499  -4.7383  0.9131
H  3.9284  1.0413  0.2227
H  6.2902  1.1964  -0.4824
H  7.2756  -0.5678  -1.9002
H  5.9032  -2.5021  -2.5868
H  3.5474  -2.6505  -1.8965
C  0.0228  0.2463  3.5793
C  -0.8007  1.3662  3.2762
C  -0.2314  2.6789  3.1407
C  -1.0379  3.7867  3.0339
C  -2.4282  3.6600  3.0584
C  -3.0134  2.4020  3.1993
C  -2.2349  1.2735  3.3010
H  -0.4421  -0.6408  4.0064
H  1.0651  0.4246  3.8467
H  0.8467  2.7900  3.1936
H  -0.5938  4.7680  2.9622
H  -3.0476  4.5392  3.0066
H  -4.0868  2.3171  3.2653
H  -2.6973  0.3100  3.4771
N  -5.1650  3.8267  -1.2191
C  -4.4480  2.7967  -0.7637
O  -4.8886  1.6815  -0.5873
C  -2.9822  3.0573  -0.4576
C  -2.3102  4.2727  -0.5174
C  -0.9498  4.2994  -0.2393
C  -0.3081  3.1228  0.1121
N  -0.9671  1.9681  0.2017
C  -2.2595  1.9273  -0.0764
H  -6.1368  3.6568  -1.4375
H  -4.8045  4.7526  -1.3736
H  -2.8119  5.1926  -0.7792
H  -0.3949  5.2228  -0.2837
H  0.7578  3.0991  0.3148
H  -2.7876  0.9751  -0.0205

Force components x, y, z for each atom (eV/Å):
Pd 0.5 -1.0 -2.5
C -0.2 0.2 -0.1
C 0.6 -0.5 -0.2
N 0.2 -1.4 -0.9
C -0.8 0.0 -0.1
C 0.3 0.0 0.2
C -0.6 3.4 1.7
S 0.0 -0.3 0.0
N -0.3 -2.7 -0.9
C 0.8 2.1 0.5
O 0.1 -0.4 -0.1
C -0.4 0.0 0.1
C 0.3 0.2 0.0
C -0.4 0.2 0.2
C -0.1 -0.1 0.0
C -0.1 -0.1 -0.1
C 0.2 -0.1 -0.1
H 0.0 -0.1 0.1
H 0.0 0.1 0.0
H 0.0 0.0 -0.1
H -0.2 0.0 0.0
H -0.2 0.1 0.1
H 0.2 0.1 0.0
H 0.1 -0.1 -0.1
H 0.0 -0.1 0.0
H -0.1 0.0 -0.1
H 0.0 0.0 0.1
H 0.0 0.1 0.0
H 0.0 0.1 0.0
H 0.1 0.0 0.0
H 0.0 0.0 -0.1
H 0.0 -0.1 0.0
C 0.0 0.2 1.2
C -0.6 0.9 1.3
C -0.1 -0.2 0.3
C 0.0 -0.1 0.1
C 0.1 -0.1 0.0
C 0.0 0.0 0.0
C 0.3 -0.1 0.1
H 0.1 0.0 -0.3
H -0.2 -0.1 -0.2
H 0.0 0.0 0.0
H 0.1 0.1 0.0
H -0.1 0.1 0.0
H -0.1 0.0 0.0
H 0.0 0.0 0.0
N -0.5 0.4 -0.2
C 0.6 0.0 0.2
O -0.2 -0.2 0.0
C 0.1 -0.2 -0.1
C 0.0 -0.4 0.0
C 0.1 -0.2 -0.1
C 0.1 0.6 -0.3
N 0.3 -0.4 0.6
C -0.7 0.1 -0.3
H 0.1 0.0 0.0
H 0.0 -0.2 0.0
H 0.0 0.1 0.0
H 0.1 0.0 0.0
H -0.1 0.0 0.1
H 0.1 0.2 0.1

Its expectation value of S² is 6.08. The multiplicity is 5. The total charge is +2. The calculation puts the HOMO energy (spin up / spin down) at -12.85 / -14.50 eV. The HOMO-LUMO gap (spin up / spin down) comes out at 6.6 / 4.4 eV.

C60H59ClN7O5S2Ti | ωB97M-V/def2-TZVPD

CARTESIAN COORDINATES (ANGSTROEM)
Ti  -0.2659  0.5618  -0.1079
Cl  2.9507  4.9267  -5.0615
C  2.3137  3.6777  -4.0060
C  2.3098  2.3580  -4.4533
C  1.8026  1.3758  -3.6163
C  1.2945  1.7038  -2.3610
O  0.8131  0.7826  -1.5733
C  1.3084  3.0460  -1.9012
C  0.8404  3.4019  -0.6157
N  0.1383  2.6267  0.2223
C  -0.0197  3.2157  1.4847
C  -1.2649  3.5628  1.9452
C  -1.4525  4.1363  3.2188
C  -0.3911  4.3464  4.0512
C  0.9149  4.0109  3.6099
C  2.0543  4.1837  4.4287
C  3.2878  3.8445  3.9542
C  3.3794  3.3427  2.6366
N  2.3525  3.1707  1.8529
C  1.1165  3.4759  2.3199
C  1.8390  4.0286  -2.7661
H  2.7090  2.1120  -5.4273
H  1.8085  0.3320  -3.9019
H  1.0247  4.4277  -0.3002
H  -2.1194  3.3857  1.3055
H  -2.4572  4.3905  3.5365
H  -0.5239  4.7675  5.0406
H  1.9287  4.5833  5.4289
H  4.1792  3.9558  4.5557
H  4.3481  3.0701  2.2302
H  1.8709  5.0625  -2.4461
C  -5.6309  3.4133  -5.8221
O  -4.5829  2.7928  -5.1104
C  -3.5026  2.3528  -5.8318
C  -3.4265  2.3607  -7.2130
C  -2.2699  1.9085  -7.8446
C  -1.1960  1.4739  -7.0940
C  -1.2629  1.4786  -5.7056
C  -2.4190  1.8860  -5.0590
N  -2.5513  1.9388  -3.6707
C  -1.9978  1.0898  -2.7257
N  -1.5159  -0.0786  -3.1958
C  -1.2817  -1.2530  -2.4326
C  -0.9363  -1.2274  -1.0937
C  -0.7412  -2.4745  -0.4816
C  -0.8871  -3.6658  -1.1657
C  -1.2183  -3.6658  -2.5197
C  -1.4076  -2.4547  -3.1524
O  -1.7165  -2.3190  -4.4950
C  -1.7872  -3.4971  -5.2582
N  -1.9782  1.4042  -1.4657
C  -2.7009  2.5512  -1.0690
C  -2.2562  3.8412  -1.3231
C  -2.9472  4.9511  -0.8549
C  -4.1065  4.7739  -0.1260
C  -4.5923  3.4936  0.1205
C  -3.9009  2.3826  -0.3522
O  -4.3248  1.1001  -0.1736
C  -5.5246  0.9044  0.5397
H  -6.3376  3.7653  -5.0742
H  -6.1304  2.7043  -6.4898
H  -5.2622  4.2613  -6.4069
H  -4.2588  2.7138  -7.8042
H  -2.2174  1.9144  -8.9247
H  -0.2841  1.1499  -7.5754
H  -0.3990  1.1988  -5.1192
H  -3.1866  2.6355  -3.3108
H  -1.7054  -0.2650  -4.1717
H  -0.4204  -2.5068  0.5564
H  -0.7095  -4.6120  -0.6721
H  -1.3057  -4.5972  -3.0591
H  -2.0287  -3.1909  -6.2737
H  -2.5687  -4.1669  -4.8848
H  -0.8307  -4.0286  -5.2545
H  -1.3363  3.9610  -1.8786
H  -2.5632  5.9426  -1.0489
H  -4.6494  5.6288  0.2549
H  -5.5085  3.3718  0.6765
H  -5.6754  -0.1716  0.5893
H  -6.3733  1.3700  0.0273
H  -5.4550  1.3012  1.5575
S  1.9377  0.0453  1.2894
C  2.5212  -1.5482  1.5664
N  2.7229  -1.9399  2.8850
C  3.0362  -3.3147  3.1845
C  4.0759  -3.7941  2.1989
N  3.5814  -3.6061  0.8636
C  3.6499  -4.7294  -0.0266
C  2.8271  -5.8914  0.4708
C  3.3258  -7.1876  0.4768
C  2.5424  -8.2491  0.9108
C  1.2472  -8.0212  1.3478
C  0.7419  -6.7265  1.3502
C  1.5275  -5.6720  0.9184
C  2.9459  -2.4157  0.5107
S  2.7474  -2.0090  -1.1035
C  2.4742  -1.0920  4.0234
C  3.7182  -0.9060  4.8515
C  4.8550  -0.3676  4.2503
C  6.0121  -0.1718  4.9822
C  6.0519  -0.5101  6.3308
C  4.9276  -1.0450  6.9359
C  3.7680  -1.2429  6.1965
H  2.1383  -3.9494  3.1215
H  3.4221  -3.3740  4.2054
H  4.2974  -4.8527  2.3546
H  5.0058  -3.2289  2.3597
H  4.6876  -5.0540  -0.1821
H  3.2785  -4.3862  -0.9964
H  4.3407  -7.3649  0.1403
H  2.9475  -9.2531  0.9114
H  0.6342  -8.8454  1.6890
H  -0.2695  -6.5384  1.6874
H  1.1416  -4.6605  0.9179
H  1.6540  -1.4856  4.6407
H  2.1494  -0.1228  3.6380
H  4.8164  -0.1080  3.1994
H  6.8868  0.2477  4.5027
H  6.9581  -0.3588  6.9026
H  4.9522  -1.3160  7.9836
H  2.8880  -1.6646  6.6685
C  -2.6696  0.5664  3.2152
C  -1.9047  -0.4630  2.3881
C  -2.8804  -1.4457  1.7410
C  -0.8874  -1.1841  3.2694
O  -1.2010  0.1918  1.3659
H  -3.2769  0.0639  3.9727
H  -3.3262  1.1529  2.5727
H  -1.9823  1.2471  3.7118
H  -3.5669  -1.8496  2.4899
H  -2.3525  -2.2708  1.2668
H  -3.4460  -0.9321  0.9682
H  -0.3185  -1.9127  2.6911
H  -1.3947  -1.6993  4.0903
H  -0.1801  -0.4618  3.6772

Force components x, y, z for each atom (eV/Å):
Ti -1.1 -0.2 0.8
Cl 0.0 0.0 0.0
C 0.0 0.3 0.0
C -0.2 -0.4 0.5
C 0.4 0.2 -0.8
C -0.6 -0.5 1.4
O 1.5 0.8 -2.6
C 0.4 0.0 -1.2
C -1.2 -0.7 1.5
N 2.1 1.2 -1.2
C -0.5 0.4 0.7
C 0.0 -0.1 -0.1
C 0.1 0.0 0.1
C 0.0 0.0 -0.2
C -0.1 0.1 0.2
C 0.1 0.0 0.0
C -0.2 0.0 0.0
C 0.0 0.0 0.0
N 0.1 0.1 -0.1
C 0.1 -0.2 -0.1
C -0.1 -0.2 0.2
H 0.0 0.0 0.0
H 0.0 0.0 0.0
H 0.1 0.0 0.0
H 0.0 0.0 0.1
H 0.0 0.0 0.0
H 0.0 0.0 0.0
H 0.0 0.0 0.0
H 0.0 0.0 0.0
H 0.0 0.0 0.0
H 0.0 0.0 0.0
C 0.0 0.0 0.0
O 0.2 -0.1 0.0
C 0.0 0.0 0.1
C 0.0 0.0 0.1
C 0.0 0.0 0.0
C 0.0 0.0 0.0
C 0.0 0.0 0.0
C -0.2 0.1 0.0
N -0.1 0.0 0.0
C 0.1 -0.2 -0.1
N -0.1 0.2 -0.2
C 0.0 -0.4 0.2
C 0.4 -0.5 0.0
C 0.0 -0.2 -0.4
C 0.0 0.0 0.1
C 0.0 0.0 0.0
C 0.0 0.2 0.0
O 0.0 0.1 0.1
C 0.0 0.0 0.0
N 0.0 0.0 0.2
C 0.0 -0.1 0.0
C 0.0 0.0 0.0
C 0.0 0.0 0.0
C -0.1 0.0 0.0
C 0.1 0.0 0.0
C -0.2 -0.2 0.1
O 0.2 0.2 -0.1
C 0.0 0.0 0.0
H 0.0 0.0 0.0
H 0.0 0.0 0.0
H 0.0 0.0 0.0
H 0.0 0.0 0.0
H 0.0 0.0 0.0
H 0.0 0.0 0.0
H 0.0 0.0 0.0
H 0.1 -0.1 0.0
H 0.0 0.0 0.2
H 0.1 0.0 -0.1
H 0.0 -0.1 0.0
H 0.0 0.0 0.0
H 0.0 0.0 0.0
H 0.0 0.0 0.0
H 0.0 0.0 0.0
H 0.0 0.0 -0.1
H 0.0 0.1 0.0
H 0.0 0.0 0.0
H 0.0 0.0 0.0
H 0.0 0.0 0.0
H 0.0 0.0 0.0
H 0.0 0.0 0.0
S 0.1 0.2 -0.1
C 0.0 0.2 0.0
N -0.1 -0.1 0.0
C 0.0 -0.1 0.1
C 0.1 0.0 0.1
N -0.1 0.0 0.0
C 0.1 -0.1 -0.2
C 0.0 -0.1 -0.1
C 0.0 0.0 0.0
C 0.0 0.0 0.0
C 0.0 0.0 0.0
C 0.0 0.0 0.0
C 0.0 0.0 0.0
C 0.0 0.1 0.1
S -0.1 0.0 -0.2
C -0.1 0.2 0.1
C 0.0 0.1 0.0
C 0.0 0.0 0.0
C 0.0 0.0 0.0
C 0.0 0.0 0.0
C 0.0 0.0 0.0
C 0.0 0.0 0.0
H 0.1 0.0 0.0
H 0.0 0.0 0.0
H -0.1 0.0 0.0
H 0.0 0.0 0.0
H 0.0 0.0 0.0
H 0.0 0.0 0.1
H 0.0 0.0 0.0
H 0.0 0.0 0.0
H 0.0 0.0 0.0
H 0.0 0.0 0.0
H 0.0 0.1 0.0
H 0.1 -0.1 0.0
H 0.0 -0.1 0.0
H 0.0 0.0 -0.1
H 0.0 0.0 0.0
H 0.0 0.0 0.0
H 0.0 0.0 0.0
H 0.0 0.0 0.0
C 0.0 -0.1 0.0
C 0.3 0.0 -0.4
C -0.1 -0.1 0.3
C -0.2 0.0 0.1
O -1.1 -0.1 1.2
H 0.0 0.0 0.0
H 0.0 0.0 -0.1
H 0.1 0.1 0.0
H 0.0 0.0 0.0
H -0.1 0.1 0.1
H 0.0 0.1 -0.1
H 0.0 0.0 0.0
H 0.0 0.0 0.0
H -0.1 0.0 0.0

Its expectation value of S² is 2.02. The multiplicity is 3. The total charge is -1. The calculation puts the HOMO energy (spin up / spin down) at -2.79 / -3.89 eV. The HOMO-LUMO gap (spin up / spin down) comes out at 4.9 / 6.0 eV.

Look up the total charge of the first one.
+1

The highest total charge belongs to which entry?
C25H28N4O2PdS

Which of these has the lowest total charge?
C60H59ClN7O5S2Ti